Below is C26H69B2CoF8N3O14 as an isolated structure, with properties calculated with ωB97M-V/def2-TZVPD.

```
123
Properties=species:S:1:pos:R:3:mulliken_charge:R:1
Co 1.5255 0.3870 0.6519 0.840
B 4.9263 0.0652 -2.8874 0.315
F 5.6577 -0.3208 -3.9857 -0.360
F 3.6367 -0.1094 -3.3539 -0.299
F 5.3263 -0.7374 -1.8864 -0.207
F 5.1744 1.3281 -2.4388 -0.437
B -1.1147 4.7185 1.7396 0.282
F -0.7188 4.0367 2.8031 -0.335
F -1.1297 6.0821 1.9874 -0.349
F -0.2480 4.5088 0.6866 -0.218
F -2.3763 4.2727 1.2846 -0.421
C -3.1321 -0.8495 4.6788 -0.728
O -2.6519 -0.0308 3.5579 -0.094
C -3.6344 0.2433 2.4618 -0.612
C -3.9840 -0.9446 1.6322 -0.708
N -2.7302 -1.6446 1.2101 0.330
C -3.0769 -2.9271 0.6510 -0.803
C -3.7431 -3.8827 1.6452 -0.867
O -2.8818 -4.0101 2.8573 -0.145
C -3.6178 -4.6291 3.8601 -1.078
H -2.3878 -1.1799 5.4032 0.278
H -3.6069 -1.7962 4.4209 0.151
H -3.8817 -0.2832 5.2315 0.366
H -3.1097 0.9831 1.8573 -0.159
H -4.4995 0.6351 2.9968 0.619
H -4.6914 -0.8945 0.8044 0.609
H -4.5686 -1.4763 2.3829 0.293
H -2.4221 -1.9256 2.1300 -0.072
H -2.1782 -3.4281 0.2913 0.032
H -3.6369 -2.7456 -0.2663 0.611
H -3.9054 -4.8965 1.2792 0.532
H -4.7579 -3.6163 1.9407 0.489
H -4.5317 -4.2378 4.3070 0.361
H -2.8682 -4.8565 4.6181 0.282
H -4.0244 -5.5676 3.4834 0.357
C -1.0390 1.4109 -0.7757 -0.304
O 0.0980 0.5531 -0.8200 0.921
C -0.1873 -0.6943 -1.5310 -0.817
C 1.2934 -1.4062 -1.5133 -0.642
N 1.6520 -1.5961 -0.1066 0.919
C 3.0696 -1.9824 0.0460 0.349
C 3.5204 -3.2249 -0.7129 -1.593
O 2.9568 -4.4472 -0.2413 -0.030
C 3.7279 -5.5071 -0.7454 -0.964
H -1.2894 1.4237 -1.8365 -0.265
H -0.8582 2.3898 -0.3318 0.259
H -1.9433 0.9418 -0.3880 -0.139
H -0.3924 -0.4691 -2.5775 0.445
H -0.9367 -1.1678 -0.8967 0.224
H 1.9856 -0.7279 -2.0122 0.038
H 0.9870 -2.3012 -2.0547 0.466
H 1.2613 -2.5251 -0.0400 -0.105
H 3.2014 -2.1733 1.1110 -0.144
H 3.7996 -1.2366 -0.2687 0.114
H 4.5766 -3.1076 -0.9551 0.652
H 3.0038 -3.2208 -1.6727 0.422
H 3.9881 -5.3468 -1.7917 0.363
H 3.2538 -6.4850 -0.6626 0.231
H 4.6436 -5.5075 -0.1542 0.344
C -4.2224 6.2327 -7.2980 -0.664
O -3.5152 4.9893 -7.4138 -0.343
C -4.2594 3.8330 -7.3251 -0.791
C -4.2217 3.2873 -5.8769 -0.198
N -2.9027 2.7157 -5.5838 -0.410
C -2.8446 2.4448 -4.1562 -0.571
C -2.9071 3.6226 -3.2244 -0.308
O -1.9127 4.5427 -3.3944 -0.465
C -0.7062 4.1337 -2.7824 -0.464
H -4.7768 6.4142 -8.2187 0.285
H -3.6437 7.1355 -7.1031 0.248
H -4.8661 6.0719 -6.4332 0.272
H -3.7338 3.0778 -7.9095 0.367
H -5.2834 3.8478 -7.6983 0.420
H -4.9774 2.5139 -5.7398 0.324
H -4.6299 4.0633 -5.2294 0.179
H -2.1857 3.3797 -5.8388 0.337
H -1.9809 1.7945 -4.0177 0.102
H -3.6513 1.7842 -3.8382 0.377
H -2.9855 3.3332 -2.1765 0.135
H -3.8940 4.0832 -3.2709 0.437
H 0.0832 4.7511 -3.2111 0.394
H -0.3877 3.0951 -2.8714 0.103
H -0.7148 4.3172 -1.7080 0.209
C 1.8869 0.6851 3.5656 -1.056
C 0.3213 0.2059 3.3634 -0.329
O -0.0155 0.3555 2.0191 0.205
O 2.5889 0.1108 2.4560 0.439
H 2.2010 0.3749 4.5622 0.574
H 1.9310 1.7740 3.5439 0.447
H -0.4003 0.7619 3.9620 0.544
H 0.2702 -0.8136 3.7455 0.130
H -0.8810 -0.0596 2.0352 -0.485
H 3.3325 -0.3412 2.8615 -0.324
C 2.5907 2.5503 -0.9360 -0.802
C 2.2907 3.3163 0.3160 -0.579
O 1.2969 2.5644 1.0186 -0.292
O 3.1880 1.2642 -0.6177 -0.204
H 3.2550 3.2168 -1.4860 0.680
H 1.6588 2.5351 -1.5011 0.181
H 1.9063 4.2909 0.0154 0.596
H 3.1636 3.4697 0.9506 0.187
H 0.7906 3.3129 1.3426 0.200
H 3.9224 1.2296 -1.2351 0.106
C 0.8297 -4.9511 2.5518 -0.946
C 0.8724 -4.0957 3.8729 0.123
O -0.4645 -3.6516 4.1445 -0.461
O 0.5945 -4.1701 1.3944 -0.062
H 0.0370 -5.6958 2.6236 0.417
H 1.7574 -5.5213 2.5040 0.412
H 1.5251 -3.2533 3.6443 -0.152
H 1.2224 -4.7112 4.7016 0.390
H -0.9551 -3.9309 3.3680 0.292
H 0.7564 -4.6924 0.6054 0.144
C 5.4467 -0.3186 3.4464 -0.713
C 6.2033 -0.5231 2.0898 -0.456
O 5.4198 -0.0155 0.9936 -0.181
O 4.5186 -1.3580 3.7024 -0.551
H 4.9434 0.6423 3.5537 0.288
H 6.0938 -0.3610 4.3225 0.395
H 6.4980 -1.5406 1.8333 0.358
H 7.1241 0.0586 2.0464 0.404
H 5.9741 0.1839 0.2356 0.194
H 4.9152 -2.2262 3.6000 0.316
```

Its gap between HOMO and LUMO (alpha / beta) is 8.55 / 8.54 eV. As for the expectation value of S²: 3.755. As for the multiplicity: 4. The value obtained for the total energy is -121940.6018 eV. Its molar mass is 880.39 g mol⁻¹. The calculation puts the energy above the lowest of the compared OMol25 structures with the same formula, charge and spin at 0.637 eV. As for the LUMO energy (alpha / beta): -0.004 / -0.005 hartree. The largest force on an atom is 0.07895 Eh/bohr.